Record 1
Formula: C30H35F9I2NO28S
Source: the OMol25 dataset
Level of theory: ωB97M-V/def2-TZVPD

Positions of all 106 atoms, in Å:
C (-0.59167, -5.06951, 1.41649)
C (-0.77620, -3.64529, 0.82660)
I (1.07766, -3.17896, -0.24406)
C (-1.90244, -3.51361, -0.23615)
I (-2.14442, -1.37174, -0.61336)
S (-3.54326, -4.13518, 0.27756)
N (-3.74754, -3.73173, 1.91636)
O (-3.46088, -5.79716, 0.16150)
H (-0.01632, -5.65332, 0.69044)
H (-1.53080, -5.57041, 1.68989)
H (0.00112, -5.00670, 2.33541)
H (-0.87076, -2.84992, 1.56922)
H (-1.63885, -3.99412, -1.19172)
H (-4.51409, -4.29255, 2.27727)
H (-2.88340, -3.87580, 2.43230)
H (-2.57360, -6.02361, -0.14308)
C (-2.51821, -4.14475, -4.13937)
C (-2.19200, -4.41458, -5.58332)
O (-0.77376, -4.53261, -5.55645)
C (-0.44041, -4.97922, -4.32142)
O (0.61684, -5.42857, -4.02960)
O (-1.47828, -4.85922, -3.45634)
F (-2.53751, -3.37917, -6.38530)
H (-2.45254, -3.08506, -3.87714)
H (-3.50235, -4.52155, -3.85660)
H (-2.62609, -5.33535, -5.97957)
C (-0.33273, 0.81782, -6.30130)
C (0.90949, -0.02390, -6.33024)
O (0.72065, -0.89379, -5.21657)
C (-0.61574, -1.03588, -5.07072)
O (-1.12984, -1.88861, -4.41530)
O (-1.29480, -0.10162, -5.76345)
F (2.01892, 0.72022, -6.11975)
H (-0.23594, 1.67668, -5.63428)
H (-0.62862, 1.16734, -7.28747)
H (1.03302, -0.61437, -7.24068)
C (-3.47020, 2.53211, 2.76491)
C (-4.13197, 1.41726, 2.00811)
O (-3.89908, 1.77436, 0.65425)
C (-2.73791, 2.48374, 0.64569)
O (-2.10567, 2.71188, -0.32881)
O (-2.39078, 2.88074, 1.89315)
F (-5.47008, 1.39047, 2.22894)
H (-4.12972, 3.39352, 2.89402)
H (-3.10322, 2.21800, 3.74066)
H (-3.71034, 0.42798, 2.20581)
C (3.44264, 0.44072, 1.62989)
C (4.70620, -0.37116, 1.57015)
O (4.52607, -1.30180, 2.62588)
C (3.18780, -1.48727, 2.75452)
O (2.68746, -2.38032, 3.35059)
O (2.49106, -0.52202, 2.10423)
F (5.79792, 0.38904, 1.83210)
H (3.51503, 1.26384, 2.34307)
H (3.14922, 0.83917, 0.66065)
H (4.85476, -0.91006, 0.63132)
C (-0.00574, 5.72007, -0.51181)
C (0.31543, 5.43844, -1.95102)
O (1.72408, 5.24845, -1.92567)
C (2.02607, 4.77255, -0.68861)
O (3.05320, 4.25481, -0.40113)
O (0.99542, 4.95098, 0.16962)
F (0.02514, 6.49755, -2.74945)
H (0.11008, 6.77604, -0.26121)
H (-0.99806, 5.40031, -0.23405)
H (-0.16331, 4.54162, -2.35123)
C (-1.17458, 6.87784, 3.93003)
C (-2.53096, 6.31470, 4.24944)
O (-3.23220, 6.48439, 3.02484)
C (-2.29978, 6.43864, 2.03813)
O (-2.54605, 6.27776, 0.89023)
O (-1.05019, 6.58070, 2.53511)
F (-3.15450, 7.02433, 5.21831)
H (-1.13307, 7.95839, 4.07777)
H (-0.37653, 6.41110, 4.50343)
H (-2.52619, 5.25637, 4.52216)
C (3.04574, -4.31237, -6.31115)
C (3.76013, -3.13150, -5.71658)
O (3.95302, -2.28681, -6.84188)
C (2.93535, -2.55270, -7.70056)
O (2.62667, -1.85636, -8.60862)
O (2.30451, -3.70468, -7.37540)
F (4.97109, -3.47809, -5.21020)
H (3.73971, -5.04813, -6.72277)
H (2.38285, -4.80621, -5.60392)
H (3.18858, -2.59595, -4.95439)
C (8.01094, 1.71339, 3.25840)
C (9.23076, 1.89178, 4.11779)
O (8.78660, 2.82327, 5.09089)
C (7.44564, 2.63521, 5.22528)
O (6.79633, 3.04972, 6.12119)
O (6.94940, 1.90123, 4.19684)
F (10.26024, 2.43492, 3.42035)
H (7.94367, 2.47182, 2.47572)
H (7.96001, 0.72899, 2.80139)
H (9.57076, 0.98014, 4.61445)
C (-5.73281, -1.43491, 4.59769)
C (-6.75465, -1.53973, 5.69631)
O (-6.10247, -0.90787, 6.78389)
C (-5.25354, 0.00843, 6.24895)
O (-4.74428, 0.88674, 6.84860)
O (-5.06667, -0.21537, 4.91913)
F (-7.00637, -2.83381, 6.01729)
H (-5.01515, -2.25909, 4.62302)
H (-6.18254, -1.38518, 3.60686)
H (-7.69566, -1.02637, 5.48756)

Results
net charge: +1
LUMO energy: -4.26 eV
HOMO-LUMO gap: 0.30423 Ha
maximum force: 2.24 eV/Å
E_HOMO: -12.54 eV
energy relative to the best compared isomer or geometry (same formula, charge and spin): 19.6 kcal/mol

Atomic partial charges in e from the Löwdin method, atoms 1 to 8:
1 C -0.1648
2 C -0.8444
3 I 0.9557
4 C -0.9439
5 I 0.9774
6 S 1.0373
7 N -0.1269
8 O -0.2695


Record 2
Formula: C19H24Cl2FN3OS
Source: the OMol25 dataset
Level of theory: ωB97M-V/def2-TZVPD

Positions of all 51 atoms, in Å:
C (3.07629, -2.75425, 2.13460)
C (2.17485, -1.46790, 1.97450)
O (2.55277, -0.84355, 0.72339)
C (2.50205, 0.59588, 0.88990)
C (1.10456, 1.11497, 1.36734)
C (0.91359, 2.12316, 2.52237)
C (2.19342, 2.67757, 3.23605)
C (1.98235, 3.12603, 4.73664)
C (2.37252, 1.91655, 5.66701)
F (2.95043, 4.17078, 4.97773)
C (-0.42631, 2.58145, 2.92195)
C (-1.69195, 2.07762, 2.25171)
N (-3.00241, 2.42161, 2.53953)
S (-3.93057, 1.53790, 1.45885)
N (-2.74013, 0.74688, 0.60546)
C (-1.50024, 1.08436, 1.10997)
C (-0.12476, 0.65404, 0.69214)
C (-0.05734, -0.33882, -0.52569)
Cl (-0.55558, -2.05274, -0.38389)
C (0.44515, 0.18694, -1.70143)
C (0.64934, -0.62540, -3.03097)
Cl (0.91897, 1.94365, -1.75458)
H (2.69941, -3.45943, 2.93499)
H (3.13312, -3.24533, 1.12114)
H (4.13909, -2.46441, 2.39598)
H (2.32056, -0.79151, 2.86416)
H (1.09806, -1.80462, 1.97916)
H (3.34133, 0.83352, 1.61824)
H (2.80574, 1.10497, -0.07647)
H (3.07525, 1.97993, 3.22140)
H (2.52203, 3.59241, 2.64498)
H (0.98344, 3.58002, 4.95693)
H (1.71611, 1.02057, 5.45882)
H (2.37983, 2.23401, 6.74273)
H (3.42267, 1.59233, 5.38539)
H (-0.59085, 3.33913, 3.73737)
H (1.16058, 0.06662, -3.76817)
H (-0.33280, -0.91375, -3.49254)
H (1.35354, -1.49963, -2.89158)
C (-4.07444, -1.32134, -4.52557)
C (-4.52666, -2.05419, -5.77608)
C (-3.53954, -3.13891, -6.21098)
C (-2.24295, -2.58322, -6.59930)
N (-1.21959, -2.14925, -6.88765)
H (-3.13473, -0.78985, -4.69292)
H (-4.82213, -0.58470, -4.22557)
H (-3.93318, -2.01832, -3.69568)
H (-4.67805, -1.33037, -6.58185)
H (-5.49662, -2.52150, -5.58422)
H (-3.96447, -3.68349, -7.05865)
H (-3.40176, -3.86641, -5.40664)

Results
net charge: 0
LUMO energy: -1.16 eV
HOMO-LUMO gap: 0.28052 Ha
maximum force: 3.65 eV/Å
E_HOMO: -8.80 eV

Atomic partial charges in e from the Löwdin method, atoms 1 to 8:
1 C -0.0787
2 C -0.2708
3 O -0.1790
4 C -0.1693
5 C -0.0784
6 C -0.0939
7 C -0.1140
8 C -0.3242


Record 3
Formula: C8H10ClN3O
Source: the OMol25 dataset
Level of theory: ωB97M-V/def2-TZVPD

Positions of all 23 atoms, in Å:
C (-3.26735, -1.75577, -0.24166)
C (-2.88029, -0.34558, 0.01400)
C (-1.27183, -0.21578, 0.00393)
C (0.22826, 1.71677, -0.02606)
C (1.46574, 0.90051, 0.01294)
C (2.63411, 1.69980, -0.07000)
C (3.94431, -0.13023, 0.08042)
C (2.89530, -0.96253, 0.35407)
H (-2.55010, -2.14910, -1.04088)
H (-3.03555, -2.15478, 0.82706)
H (-4.39713, -2.25175, -0.47017)
H (-2.99970, 0.48124, -0.79301)
H (-3.29729, -0.09617, 0.96995)
H (-0.95931, -0.67984, -1.03483)
H (-0.71032, -0.85582, 0.73581)
H (-1.72060, 1.92071, 0.28982)
H (2.46717, 2.84693, -0.00071)
H (3.10497, -2.02237, 0.47935)
N (-0.93753, 1.17229, -0.16372)
N (3.85153, 1.19259, 0.00542)
N (1.62590, -0.48042, 0.37735)
O (0.33071, 2.96994, -0.06378)
Cl (5.47899, -0.80065, -0.24533)

Results
net charge: 0
LUMO energy: -0.65 eV
HOMO-LUMO gap: 0.33294 Ha
maximum force: 6.40 eV/Å
E_HOMO: -9.71 eV
energy relative to the best compared isomer or geometry (same formula, charge and spin): 52.9 kcal/mol

Atomic partial charges in e from the Löwdin method, atoms 1 to 8:
1 C -0.1668
2 C -0.2910
3 C -0.2253
4 C -0.4967
5 C -0.1014
6 C -0.0589
7 C -0.7582
8 C -0.1531


Record 4
Formula: C22H53F3O20S6
Source: the OMol25 dataset
Level of theory: ωB97M-V/def2-TZVPD

Positions of all 104 atoms, in Å:
O (2.73305, -3.02461, -2.32124)
S (2.57896, -3.90160, -3.44257)
O (3.71099, -4.52632, -4.04528)
O (1.58414, -5.07109, -3.04809)
C (0.38082, -4.65400, -2.37748)
C (-0.76745, -5.58878, -2.65003)
C (1.66245, -3.02861, -4.69930)
H (0.05860, -3.66349, -2.70097)
H (0.57141, -4.57374, -1.30823)
H (-0.60179, -6.58274, -2.22078)
H (-1.01916, -5.80009, -3.68869)
H (-1.63545, -5.17790, -2.13583)
H (1.25711, -3.76207, -5.39397)
H (2.38982, -2.43419, -5.24740)
H (0.88775, -2.42964, -4.23194)
O (2.04355, 5.71863, -0.84030)
S (1.63619, 4.86369, 0.22777)
O (0.87995, 3.68242, -0.07686)
O (2.93687, 4.45660, 1.07218)
C (3.43638, 3.14546, 0.82450)
C (4.07534, 2.99449, -0.53605)
C (0.82887, 5.81802, 1.46436)
H (2.60980, 2.43207, 0.91957)
H (4.11581, 2.80714, 1.60723)
H (3.31604, 2.99285, -1.32078)
H (4.62483, 2.05412, -0.65408)
H (4.85814, 3.70859, -0.79653)
H (-0.08652, 6.25295, 1.07483)
H (1.52341, 6.60252, 1.75859)
H (0.61022, 5.18053, 2.31791)
O (-3.88450, -3.91802, -1.41240)
S (-3.55568, -3.37949, -0.13604)
O (-4.39751, -3.57335, 1.00260)
O (-2.06714, -3.92060, 0.17096)
C (-1.77643, -4.29313, 1.53166)
C (-0.32820, -4.75947, 1.60119)
C (-3.14036, -1.65715, -0.28749)
H (-2.49413, -5.02428, 1.89649)
H (-1.85626, -3.41792, 2.18808)
H (0.34218, -3.90835, 1.53623)
H (-0.13200, -5.53962, 0.86846)
H (-0.23996, -5.22754, 2.58556)
H (-2.35673, -1.36858, 0.40799)
H (-3.99713, -1.05090, 0.00839)
H (-2.86330, -1.48201, -1.32191)
O (-2.24074, 3.71150, 1.99968)
S (-3.01132, 2.61922, 1.51676)
O (-2.64937, 1.26535, 1.83498)
O (-4.51553, 2.84388, 2.01193)
C (-5.43132, 1.74526, 1.82216)
C (-6.78932, 2.35186, 1.53549)
C (-3.20646, 2.74946, -0.24052)
H (-5.45459, 1.18061, 2.75456)
H (-5.14315, 1.08183, 1.00748)
H (-7.60368, 1.63149, 1.57682)
H (-6.76127, 2.95957, 0.63184)
H (-7.04374, 3.06058, 2.33222)
H (-2.20513, 2.69752, -0.66438)
H (-3.73018, 3.67415, -0.45800)
H (-3.71496, 1.87021, -0.62986)
O (7.63433, -1.07496, -4.14172)
S (6.72341, -2.15844, -3.89097)
O (6.95059, -3.06252, -2.81828)
O (5.29477, -1.50016, -3.66223)
C (4.83800, -0.46971, -4.53895)
C (4.90151, 0.85638, -3.81182)
C (6.46897, -3.09169, -5.37350)
H (3.81173, -0.72059, -4.82652)
H (5.35501, -0.43386, -5.50026)
H (4.47872, 1.68079, -4.39418)
H (5.95727, 1.11400, -3.71549)
H (4.36994, 0.81768, -2.86587)
H (6.19740, -2.40136, -6.16599)
H (5.62838, -3.72594, -5.08034)
H (7.34248, -3.68866, -5.60639)
O (-0.29110, -1.35684, -2.22900)
S (-0.04971, -0.26197, -1.34670)
O (-1.02879, 0.77319, -1.23132)
O (0.23633, -0.90444, 0.08748)
C (0.51682, -0.01637, 1.19314)
C (-0.03798, -0.65839, 2.44893)
C (1.56008, 0.41215, -1.64905)
H (0.04198, 0.94786, 1.00435)
H (1.59667, 0.09613, 1.30675)
H (0.26761, -0.10153, 3.33322)
H (0.46639, -1.62603, 2.55916)
H (-1.10471, -0.83446, 2.36680)
H (2.34855, -0.31565, -1.46955)
H (1.64221, 1.23707, -0.93909)
H (1.62855, 0.77757, -2.67143)
C (-1.66875, 1.51875, 6.54650)
C (-2.39952, 1.51537, 5.21144)
O (-2.86091, 2.80937, 4.83641)
C (-3.96573, 3.23885, 5.41899)
O (-4.58742, 2.66939, 6.26726)
C (-4.35442, 4.67841, 5.00485)
F (-4.92086, 5.30651, 6.03606)
F (-3.28514, 5.38706, 4.64518)
F (-5.23970, 4.65484, 4.00710)
H (-2.40080, 1.46217, 7.35392)
H (-1.06312, 2.41174, 6.70834)
H (-1.00870, 0.66231, 6.68699)
H (-3.19918, 0.77848, 5.29309)
H (-1.74343, 1.18422, 4.41120)

Results
net charge: 0
LUMO energy: 0.24 eV
HOMO-LUMO gap: 0.41284 Ha
maximum force: 1.54 eV/Å
E_HOMO: -10.99 eV
energy relative to the best compared isomer or geometry (same formula, charge and spin): 0.0 kcal/mol

Atomic partial charges in e from the Löwdin method, atoms 1 to 8:
1 O -0.2696
2 S 0.5712
3 O -0.2686
4 O -0.2316
5 C -0.2655
6 C -0.0507
7 C -0.0985
8 H 0.0826


Record 5
Formula: H6O3
Source: the OMol25 dataset
Level of theory: ωB97M-V/def2-TZVPD

Positions of all 9 atoms, in Å:
O (2.12486, 1.16235, -0.13616)
H (2.18544, 1.81682, -0.81652)
H (1.39285, 1.49929, 0.35145)
O (0.73285, -1.74167, -2.22484)
H (0.30172, -1.00197, -2.66348)
H (1.60324, -1.85572, -2.62783)
O (-2.90486, 0.48227, 2.54684)
H (-2.13211, 0.78533, 1.93861)
H (-2.97397, -0.46735, 2.33113)

Results
net charge: -1
LUMO energy (alpha / beta): 4.02 / 4.20 eV
HOMO-LUMO gap (alpha / beta): 0.11082 / 0.41486 Ha
spin multiplicity: 2
<S²>: 0.750
maximum force: 2.12 eV/Å
E_HOMO (alpha / beta): 1.01 / -7.09 eV
energy relative to the best compared isomer or geometry (same formula, charge and spin): 14.4 kcal/mol

Atomic partial charges in e from the Löwdin method, atoms 1 to 8:
1 O -0.2982
2 H -0.0667
3 H -0.0926
4 O -0.2130
5 H -0.0183
6 H -0.0037
7 O -0.3016
8 H 0.0030